Entry 1:
This record from the OMol25 dataset describes the molecule C13H14OS in a non-equilibrium geometry. The level of theory is wB97M-V/def2-TZVPD.

Results
- Energy above the lowest of the compared OMol25 structures with the same formula, charge and spin: 77.8 kJ/mol
- E_tot: -26588.96387 eV
- F_max: 0.04656 Eh/bohr
- Frontier orbital gap: 9.54 eV
- E_HOMO: -8.709 eV
- E_LUMO: 0.83 eV

Element x y z (Å)
1 O -0.95 -2.27 -0.85
2 C -2.47 1.07 2.01
3 C -2.88 -0.01 1.28
4 C 4.06 -1.18 -1.07
5 C 3.67 -0.70 0.17
6 C 3.09 -1.76 -1.92
7 C 2.34 -0.77 0.60
8 C 1.77 -1.78 -1.53
9 C 1.38 -1.30 -0.29
10 S -0.36 -1.43 0.22
11 C -2.63 1.79 -0.19
12 C -0.47 1.30 0.67
13 C -1.78 1.98 1.04
14 C -2.50 0.30 -0.15
15 C -0.97 0.19 -0.26
16 H -2.72 1.25 3.04
17 H -3.39 -0.91 1.64
18 H 5.08 -1.06 -1.39
19 H 4.48 -0.36 0.80
20 H 3.28 -2.16 -2.91
21 H 2.07 -0.45 1.62
22 H 1.04 -2.21 -2.23
23 H -2.28 2.30 -1.10
24 H -3.70 2.09 -0.07
25 H 0.19 2.00 0.16
26 H 0.01 0.94 1.55
27 H -1.63 3.02 1.36
28 H -3.05 -0.26 -0.92
29 H -0.68 0.37 -1.28

natural (NBO) atomic charge list, values in e, 4 entries: O -1.00; C -0.19; C -0.21; C -0.20



Entry 2:
This record from the OMol25 dataset describes a structure of composition C24H21IrN4O2S. The level of theory is wB97M-V/def2-TZVPD.

Results
- Energy above the lowest of the compared OMol25 structures with the same formula, charge and spin: 0.0 kJ/mol
- E_tot: -48956.79652 eV
- Spin multiplicity: 5
- F_max: 0.01362 Eh/bohr
- Frontier orbital gap (alpha / beta): 8.10 / 6.26 eV
- E_HOMO (alpha / beta): -7.671 / -7.860 eV
- E_LUMO (alpha / beta): 0.43 / -1.60 eV
- <S²>: 6.01

Element x y z (Å)
1 Ir -0.12 -0.13 0.51
2 C -2.05 -2.24 -1.10
3 N -0.74 -1.62 -0.98
4 C 0.20 -1.90 -1.81
5 C 1.47 -1.28 -1.67
6 C 2.64 -1.36 -2.40
7 C 3.55 -0.48 -1.78
8 C 2.88 0.09 -0.71
9 N 1.62 -0.39 -0.64
10 C -3.11 -1.24 -1.50
11 C -3.61 -1.23 -2.80
12 C -4.55 -0.29 -3.19
13 C -5.00 0.66 -2.28
14 C -4.52 0.65 -0.98
15 C -3.59 -0.30 -0.59
16 H -2.30 -2.69 -0.13
17 H -2.00 -3.05 -1.84
18 H 0.03 -2.63 -2.61
19 H 2.82 -1.99 -3.26
20 H 4.57 -0.28 -2.07
21 H 3.24 0.81 0.01
22 H -3.25 -1.96 -3.52
23 H -4.93 -0.29 -4.20
24 H -5.73 1.40 -2.58
25 H -4.86 1.38 -0.26
26 H -3.22 -0.31 0.43
27 O -0.76 1.28 -1.21
28 C -1.27 2.07 -0.39
29 O -1.18 1.83 0.87
30 C -2.03 3.27 -0.85
31 C -2.68 4.07 0.09
32 C -3.42 5.16 -0.33
33 C -3.51 5.45 -1.69
34 C -2.86 4.66 -2.62
35 C -2.12 3.56 -2.20
36 H -2.60 3.82 1.14
37 H -3.93 5.78 0.39
38 H -4.08 6.31 -2.02
39 H -2.93 4.88 -3.68
40 H -1.62 2.91 -2.91
41 C 0.65 -1.21 6.68
42 C 0.38 -0.80 5.26
43 C 0.08 0.52 4.93
44 C -0.12 0.81 3.61
45 N -0.01 -0.15 2.69
46 C 0.27 -1.41 3.07
47 S 0.30 -2.48 1.72
48 N 0.47 -1.76 4.34
49 H 0.26 -0.48 7.39
50 H 1.72 -1.30 6.83
51 H 0.21 -2.18 6.87
52 H -0.01 1.29 5.69
53 H -0.36 1.80 3.24

natural (NBO) atomic charge list, values in e, 4 entries: Ir 1.49; C -0.27; N -0.50; C 0.18



Entry 3:
This record from the OMol25 dataset describes the molecule C5H8O3 in a non-equilibrium geometry. The level of theory is wB97M-V/def2-TZVPD.

Results
- Energy above the lowest of the compared OMol25 structures with the same formula, charge and spin: 182.7 kJ/mol
- E_tot: -11455.62589 eV
- F_max: 0.05390 Eh/bohr
- Frontier orbital gap: 9.42 eV
- E_HOMO: -8.805 eV
- E_LUMO: 0.61 eV

Element x y z (Å)
1 C 2.21 -0.31 -0.50
2 C 0.71 -0.26 -0.59
3 C -0.11 -0.55 0.44
4 O 0.29 -0.63 1.73
5 C -1.58 -0.26 0.32
6 O -2.17 -0.68 -0.86
7 C -1.39 1.31 0.28
8 O -1.82 1.93 -0.66
9 H 2.60 0.63 -0.05
10 H 2.58 -1.14 0.13
11 H 2.65 -0.46 -1.47
12 H 0.28 -0.25 -1.58
13 H 1.25 -0.58 1.78
14 H -2.11 -0.62 1.21
15 H -2.30 0.12 -1.41
16 H -1.07 1.75 1.23

natural (NBO) atomic charge list, values in e, 4 entries: C -0.66; C -0.31; C 0.30; O -0.68



Entry 4:
This record from the OMol25 dataset describes a cluster of 2 separate species, C19H37BBrINO9 in total in a non-equilibrium geometry. The level of theory is wB97M-V/def2-TZVPD.

Results
- E_tot: -119041.19437 eV
- F_max: 0.11442 Eh/bohr
- Frontier orbital gap: 7.70 eV
- Total charge: -1
- E_HOMO: -5.463 eV
- E_LUMO: 2.23 eV

Element x y z (Å)
1 C -2.03 1.33 2.34
2 C -2.37 -0.23 2.59
3 C -3.89 -0.54 2.18
4 C -4.07 -1.54 0.93
5 C -3.46 -3.01 1.18
6 C -3.30 -3.69 -0.30
7 C -1.75 -4.05 -0.62
8 C -0.97 -2.64 -0.66
9 C 0.56 -2.91 -1.09
10 C 1.63 -1.96 -0.37
11 O 2.62 -1.63 -1.36
12 C 2.49 -0.29 -1.88
13 C 1.37 -0.10 -3.02
14 C 1.59 -1.02 -4.32
15 O 0.00 -0.16 -2.50
16 O 1.21 -1.00 0.60
17 B 2.29 -0.85 1.62
18 N 3.50 0.04 1.21
19 C 1.88 -0.31 3.12
20 C 2.71 0.98 3.60
21 O 3.64 0.92 4.45
22 I 2.27 3.02 2.86
23 O 2.97 -2.18 1.70
24 C 2.35 -3.02 0.68
25 O 3.17 -4.05 0.13
26 Br 1.09 -4.10 1.86
27 H -0.95 1.53 2.71
28 H -2.13 1.61 1.23
29 H -2.72 2.00 2.96
30 H -1.60 -0.88 2.02
31 H -2.22 -0.46 3.70
32 H -4.43 -0.97 3.10
33 H -4.40 0.47 1.94
34 H -5.21 -1.68 0.79
35 H -3.64 -1.04 0.00
36 H -2.40 -2.98 1.63
37 H -4.09 -3.66 1.89
38 H -3.98 -4.61 -0.35
39 H -3.64 -2.95 -1.11
40 H -1.30 -4.80 0.12
41 H -1.76 -4.44 -1.71
42 H -1.08 -2.01 0.27
43 H -1.46 -2.04 -1.52
44 H 0.62 -2.67 -2.22
45 H 0.82 -4.04 -1.03
46 H 2.35 0.52 -1.09
47 H 3.50 -0.05 -2.40
48 H 1.50 0.99 -3.39
49 H 0.73 -0.76 -5.05
50 H 2.57 -0.80 -4.88
51 H 1.53 -2.14 -4.12
52 H -0.15 0.76 -2.17
53 H 3.17 0.94 0.85
54 H 4.01 -0.48 0.47
55 H 0.77 0.00 3.17
56 H 2.05 -1.15 3.90
57 H 3.34 -4.75 0.81
58 C -0.96 7.13 -2.90
59 O -0.20 7.26 -1.69
60 C 0.39 6.13 -1.29
61 O 0.33 5.06 -1.85
62 O 1.06 6.39 -0.16
63 C 1.75 5.26 0.39
64 H -1.39 8.11 -3.13
65 H -0.32 6.83 -3.73
66 H -1.77 6.42 -2.76
67 H 2.50 4.89 -0.31
68 H 1.04 4.47 0.66
69 H 2.26 5.59 1.30

natural (NBO) atomic charge list, values in e, 4 entries: C -0.62; C -0.42; C -0.41; C -0.40



Entry 5:
This record from the OMol25 dataset describes the molecule C3H6N4O in a non-equilibrium geometry. The level of theory is wB97M-V/def2-TZVPD.

Results
- Energy above the lowest of the compared OMol25 structures with the same formula, charge and spin: 342.8 kJ/mol
- E_tot: -11207.05875 eV
- Spin multiplicity: 3
- F_max: 0.19467 Eh/bohr
- Frontier orbital gap (alpha / beta): 6.47 / 7.30 eV
- E_HOMO (alpha / beta): -5.764 / -8.456 eV
- E_LUMO (alpha / beta): 0.71 / -1.16 eV
- <S²>: 2.01

Element x y z (Å)
1 C 0.35 0.85 -0.93
2 C -1.33 -1.63 0.13
3 C 0.08 -2.07 0.12
4 N 1.03 -1.03 0.23
5 N 0.83 0.36 0.12
6 N -1.84 -1.35 -0.97
7 N 1.52 0.90 1.22
8 O 0.42 -3.24 0.25
9 H 0.34 1.86 -1.00
10 H 1.87 -1.30 0.66
11 H -2.83 -0.97 -0.86
12 H -1.50 -1.20 -1.95
13 H 1.28 0.38 2.07
14 H 1.57 1.94 1.26

natural (NBO) atomic charge list, values in e, 4 entries: C -0.17; C 0.14; C 0.55; N -0.48



Entry 6:
This record from the OMol25 dataset describes a structure of composition C6H15N3 in a non-equilibrium geometry. The level of theory is wB97M-V/def2-TZVPD.

Results
- Energy above the lowest of the compared OMol25 structures with the same formula, charge and spin: 238.7 kJ/mol
- E_tot: -10933.43566 eV
- F_max: 0.05514 Eh/bohr
- Frontier orbital gap: 8.74 eV
- E_HOMO: -8.053 eV
- E_LUMO: 0.69 eV

Element x y z (Å)
1 C 1.59 0.58 0.14
2 C 2.00 -0.85 0.42
3 N 2.33 1.22 -0.85
4 N 1.16 1.38 1.11
5 H 0.09 0.37 -0.71
6 H 2.43 0.72 -1.73
7 H 2.13 2.20 -0.95
8 H -0.08 1.79 0.78
9 H 0.97 0.87 1.97
10 H 2.88 -0.87 1.07
11 H 1.19 -1.38 0.91
12 H 2.26 -1.38 -0.50
13 C -1.50 -1.83 -0.79
14 C -1.65 -0.57 0.02
15 C -1.12 0.67 -0.65
16 C -2.07 -0.57 1.27
17 N -1.18 1.84 0.10
18 H -1.12 2.65 -0.52
19 H -1.48 0.76 -1.68
20 H -0.47 -1.97 -1.13
21 H -2.13 -1.78 -1.69
22 H -1.79 -2.71 -0.22
23 H -2.14 0.36 1.83
24 H -2.31 -1.48 1.80

natural (NBO) atomic charge list, values in e, 4 entries: C 0.43; C -0.68; N -0.80; N -0.78



Entry 7:
This record from the OMol25 dataset describes the ion CH4N with charge +1 in a non-equilibrium geometry. The level of theory is wB97M-V/def2-TZVPD.

Results
- Energy above the lowest of the compared OMol25 structures with the same formula, charge and spin: 88.6 kJ/mol
- E_tot: -2583.12746 eV
- F_max: 0.03815 Eh/bohr
- Frontier orbital gap: 12.23 eV
- Total charge: +1
- E_HOMO: -19.263 eV
- E_LUMO: -7.04 eV

Element x y z (Å)
1 C -0.62 0.04 0.03
2 N 0.66 0.18 -0.02
3 H -1.12 -0.55 0.79
4 H -1.19 0.25 -0.87
5 H 1.18 -0.12 -0.84
6 H 1.09 0.19 0.91

natural (NBO) atomic charge list, values in e, 4 entries: C 0.21; N -0.60; H 0.25; H 0.23



Entry 8:
This record from the OMol25 dataset describes a cluster of 15 separate species, C33H42Cl18O27 in total in a non-equilibrium geometry. The level of theory is wB97M-V/def2-TZVPD.

Results
- E_tot: -315583.15375 eV
- F_max: 0.13823 Eh/bohr
- Frontier orbital gap: 10.02 eV
- E_HOMO: -10.193 eV
- E_LUMO: -0.18 eV

Element x y z (Å)
1 C -23.39 35.41 -7.29
2 Cl -23.69 34.48 -5.79
3 Cl -24.31 36.98 -7.33
4 Cl -23.80 34.44 -8.77
5 H -22.34 35.61 -7.48
6 C -27.58 34.64 4.00
7 Cl -26.00 35.42 3.83
8 Cl -28.56 34.81 2.46
9 Cl -28.47 35.13 5.50
10 H -27.48 33.55 4.06
11 C -27.15 38.97 -2.63
12 Cl -28.18 40.26 -2.10
13 Cl -25.44 39.39 -2.94
14 Cl -27.68 38.21 -4.10
15 H -27.07 38.18 -1.87
16 C -23.29 37.16 5.25
17 Cl -22.46 38.69 5.71
18 Cl -24.18 36.49 6.61
19 Cl -22.04 35.95 4.64
20 H -23.97 37.44 4.45
21 C -30.80 32.59 0.37
22 Cl -32.32 33.39 0.98
23 Cl -31.17 31.64 -1.01
24 Cl -30.32 31.54 1.75
25 H -30.03 33.34 0.18
26 C -24.36 34.96 -1.04
27 Cl -25.34 33.38 -1.26
28 Cl -22.75 34.77 -1.79
29 Cl -23.93 35.23 0.68
30 H -24.80 35.87 -1.43
31 C -25.60 41.45 0.79
32 C -24.27 41.27 -0.02
33 O -23.90 39.97 0.23
34 C -25.00 39.28 0.64
35 O -25.16 38.06 0.44
36 O -25.87 40.18 1.15
37 H -26.34 41.84 0.08
38 H -25.50 42.05 1.69
39 H -23.54 41.96 0.40
40 H -24.26 41.52 -1.08
41 C -20.09 33.75 -3.74
42 C -19.84 33.62 -5.23
43 O -19.61 32.22 -5.27
44 C -19.81 31.60 -4.15
45 O -19.54 30.40 -4.13
46 O -20.33 32.49 -3.32
47 H -20.96 34.39 -3.56
48 H -19.30 34.20 -3.14
49 H -19.00 34.06 -5.76
50 H -20.75 33.96 -5.73
51 C -28.74 33.23 -3.79
52 C -27.51 34.02 -4.09
53 O -27.62 35.08 -3.23
54 C -28.58 34.92 -2.31
55 O -28.71 35.58 -1.36
56 O -29.20 33.73 -2.54
57 H -28.48 32.18 -3.62
58 H -29.53 33.14 -4.53
59 H -27.71 34.23 -5.14
60 H -26.64 33.40 -3.90
61 C -20.73 36.53 0.69
62 C -21.45 37.86 0.68
63 O -20.56 38.83 1.07
64 C -19.35 38.30 1.38
65 O -18.39 39.01 1.74
66 O -19.43 36.97 1.29
67 H -20.59 36.27 -0.36
68 H -21.25 35.79 1.29
69 H -22.43 37.95 1.15
70 H -21.61 38.12 -0.37
71 C -27.15 29.55 -0.25
72 C -28.22 30.39 -0.98
73 O -27.37 31.07 -1.90
74 C -26.33 30.17 -2.12
75 O -25.51 30.29 -2.99
76 O -26.29 29.15 -1.26
77 H -27.59 28.59 0.02
78 H -26.72 29.95 0.66
79 H -28.70 31.15 -0.36
80 H -29.00 29.90 -1.56
81 C -21.11 31.10 4.41
82 C -19.65 30.76 4.56
83 O -19.23 31.05 3.25
84 C -20.16 31.71 2.55
85 O -19.97 32.18 1.42
86 O -21.27 31.78 3.26
87 H -21.53 31.80 5.13
88 H -21.64 30.15 4.45
89 H -19.58 29.75 4.95
90 H -19.15 31.33 5.35
91 C -21.44 40.78 -4.33
92 C -22.34 39.69 -4.84
93 O -21.90 38.53 -4.14
94 C -21.01 38.90 -3.18
95 O -20.38 38.22 -2.34
96 O -20.79 40.16 -3.29
97 H -22.14 41.58 -4.11
98 H -20.74 40.98 -5.14
99 H -22.31 39.56 -5.92
100 H -23.35 39.95 -4.52
101 C -24.79 29.96 -7.15
102 C -24.66 31.09 -6.09
103 O -25.91 31.69 -6.23
104 C -26.75 30.82 -6.76
105 O -27.99 30.84 -6.47
106 O -26.16 29.72 -7.23
107 H -24.24 29.11 -6.75
108 H -24.43 30.31 -8.12
109 H -23.89 31.78 -6.42
110 H -24.49 30.75 -5.07
111 C -22.26 31.07 -0.93
112 C -22.88 30.59 0.32
113 O -21.91 29.60 0.67
114 C -21.14 29.21 -0.33
115 O -20.32 28.36 -0.48
116 O -21.45 30.00 -1.34
117 H -21.81 32.06 -0.84
118 H -22.95 31.22 -1.76
119 H -23.86 30.18 0.06
120 H -22.92 31.42 1.03

Mulliken atomic charge list, values in e, 4 entries: C -0.10; Cl 0.03; Cl -0.13; Cl -0.15



Question: Among the records above, which one has the lowest E_tot?
Answer: C33H42Cl18O27



Question: What is the F_max in the eighth record?
Answer: 0.13823 Eh/bohr



Question: Which value of E_tot does entry 3 give?
Answer: -11455.62589 eV